{
  "formula": "C52H54AsAuN3O5SeTe",
  "method": "wB97M-V/def2-TZVPD",
  "elements": ["Au", "O", "C", "O", "C", "O", "O", "Se", "C", "N", "C", "C", "C", "C", "C", "C", "As", "N", "C", "C", "C", "C", "C", "C", "C", "C", "C", "C", "C", "C", "C", "C", "C", "C", "C", "C", "H", "H", "H", "H", "H", "H", "H", "H", "H", "H", "H", "H", "H", "H", "H", "H", "H", "H", "H", "H", "H", "H", "H", "H", "H", "H", "H", "C", "C", "C", "C", "C", "C", "Te", "N", "C", "O", "C", "C", "C", "C", "C", "C", "C", "C", "C", "C", "C", "C", "C", "C", "C", "C", "C", "C", "H", "H", "H", "H", "H", "H", "H", "H", "H", "H", "H", "H", "H", "H", "H", "H", "H", "H", "H", "H", "H", "H", "H", "H", "H", "H", "H"],
  "coordinates": [[0.3532, -2.7637, -1.2616], [-3.2672, -4.8768, -1.9807], [-2.1562, -4.7442, -1.5494], [-1.5474, -4.2888, -0.5796], [-0.8088, -5.6262, -2.7635], [-1.3478, -6.5275, -3.3570], [0.2735, -5.0890, -2.6032], [1.9067, -0.9287, -2.2627], [3.4524, -1.8319, -2.6773], [4.4432, -2.3546, -2.9743], [-3.4549, -2.7942, 5.7359], [-2.3497, -2.3926, 4.7904], [-2.5865, -2.1800, 3.4453], [-1.5738, -1.8183, 2.5539], [-2.0404, -1.6055, 1.1237], [-0.2469, -1.6678, 3.0127], [1.0067, -1.1593, 1.5015], [1.2049, -2.7832, 0.6699], [1.5591, -3.9878, 1.2712], [2.0788, -4.0778, 2.5774], [2.4126, -5.2963, 3.1536], [2.2630, -6.4848, 2.4505], [1.7976, -6.4115, 1.1393], [1.4610, -5.2007, 0.5564], [2.7110, -0.5746, 2.3835], [3.9896, -1.0898, 2.0930], [4.2556, -2.2662, 1.1831], [5.1094, -0.4851, 2.6746], [5.0227, 0.6276, 3.4952], [6.2491, 1.2360, 4.1326], [3.7644, 1.1723, 3.7063], [2.6220, 0.6027, 3.1568], [1.3096, 1.3188, 3.4316], [-0.0043, -1.8702, 4.3909], [1.3361, -1.7431, 5.0894], [-1.0502, -2.2237, 5.2393], [-4.4122, -2.8505, 5.2158], [-3.5536, -2.0772, 6.5556], [-3.2536, -3.7733, 6.1798], [-3.5953, -2.2962, 3.0543], [-2.5463, -2.5006, 0.7595], [-1.2507, -1.3868, 0.4144], [-2.7504, -0.7741, 1.0881], [2.2599, -3.1697, 3.1229], [2.8079, -5.3104, 4.1649], [2.5143, -7.4369, 2.9001], [1.6922, -7.3184, 0.5538], [1.1131, -5.1782, -0.4710], [3.5767, -2.2862, 0.3422], [4.1383, -3.2149, 1.7127], [5.2722, -2.2159, 0.7909], [6.0869, -0.9100, 2.4585], [7.1526, 0.7060, 3.8260], [6.1856, 1.1925, 5.2232], [6.3609, 2.2878, 3.8536], [3.6608, 2.0706, 4.3153], [1.2365, 1.5905, 4.4885], [0.4325, 0.7284, 3.1887], [1.2559, 2.2408, 2.8500], [2.1318, -1.3889, 4.4518], [1.6361, -2.7153, 5.4914], [1.2497, -1.0533, 5.9338], [-0.8270, -2.3811, 6.2941], [-3.5616, 7.8868, -0.0647], [-3.0677, 6.5039, -0.4177], [-2.7367, 6.1695, -1.7237], [-2.2746, 4.8970, -2.0630], [-1.9559, 4.6220, -3.5166], [-2.1240, 3.9071, -1.0742], [-1.6929, 1.7007, -1.4737], [-1.2780, -0.2871, -2.2998], [-1.6817, -1.3395, -2.9389], [-1.0587, -2.4725, -2.9234], [-2.8905, -1.3201, -3.8461], [-3.9483, -0.4339, -3.6729], [-5.0584, -0.4902, -4.5088], [-5.1162, -1.4322, -5.5285], [-4.0631, -2.3245, -5.7008], [-2.9609, -2.2754, -4.8574], [0.0774, 2.2385, -2.5157], [1.1519, 2.7821, -1.7866], [1.1280, 2.9579, -0.2895], [2.3077, 3.1561, -2.4672], [2.4419, 2.9858, -3.8367], [3.7101, 3.3801, -4.5523], [1.3855, 2.4191, -4.5305], [0.2053, 2.0341, -3.9014], [-0.8549, 1.3980, -4.7690], [-2.4664, 4.2432, 0.2543], [-2.3698, 3.2517, 1.4035], [-2.9244, 5.5276, 0.5581], [-3.9074, 8.4179, -0.9532], [-2.7700, 8.4863, 0.3942], [-4.3888, 7.8394, 0.6475], [-2.8462, 6.9189, -2.5062], [-2.3367, 5.4194, -4.1609], [-2.3989, 3.6759, -3.8357], [-0.8785, 4.5374, -3.6758], [-3.9053, 0.2964, -2.8785], [-5.8825, 0.1983, -4.3563], [-5.9819, -1.4765, -6.1815], [-4.1088, -3.0725, -6.4842], [-2.1504, -2.9870, -4.9526], [0.9531, 1.9985, 0.1991], [0.3330, 3.6439, 0.0164], [2.0836, 3.3525, 0.0631], [3.1350, 3.5741, -1.8997], [4.3696, 3.9506, -3.8958], [3.4926, 3.9883, -5.4335], [4.2573, 2.4948, -4.8892], [1.4787, 2.2604, -5.6027], [-0.8450, 1.8402, -5.7678], [-1.8518, 1.4998, -4.3496], [-0.6621, 0.3254, -4.8673], [-1.5127, 2.5865, 1.3021], [-3.2583, 2.6099, 1.4522], [-2.2894, 3.7740, 2.3614], [-3.1743, 5.7691, 1.5908]],
  "lowdin_spin": [0.4631, 0.1728, 0.1881, 0.1831, 0.1735, 0.1638, 0.1502, 0.2531, 0.0350, 0.0481, 0.0000, 0.0001, 0.0001, 0.0005, 0.0038, 0.0027, 0.0037, 0.0833, 0.0103, 0.0034, 0.0006, 0.0001, -0.0002, 0.0016, 0.0018, -0.0001, -0.0005, 0.0000, -0.0001, 0.0000, 0.0001, 0.0003, 0.0000, 0.0005, 0.0001, 0.0001, 0.0000, 0.0000, 0.0000, 0.0000, 0.0037, 0.0007, 0.0002, 0.0000, 0.0001, 0.0000, 0.0001, 0.0008, -0.0006, 0.0000, 0.0000, 0.0000, 0.0000, 0.0000, 0.0000, 0.0000, 0.0000, 0.0000, 0.0000, 0.0000, 0.0000, 0.0000, 0.0000, 0.0008, 0.0042, -0.0002, 0.0072, 0.0044, 0.0506, 0.1513, 0.6045, 0.0633, 0.0906, 0.0251, -0.0014, 0.0001, -0.0020, 0.0017, 0.0043, 0.0044, 0.0027, 0.0045, 0.0020, 0.0021, 0.0000, 0.0023, 0.0028, -0.0007, 0.0104, 0.0020, 0.0009, 0.0000, 0.0003, 0.0001, -0.0001, 0.0002, 0.0035, 0.0003, 0.0033, 0.0001, -0.0001, 0.0003, 0.0007, 0.0010, 0.0014, 0.0004, 0.0000, 0.0000, 0.0000, 0.0001, 0.0000, -0.0002, 0.0014, -0.0001, 0.0012, 0.0001, 0.0001, 0.0003],
  "spin_multiplicity": 4,
  "total_energy_ha": -7595.3029,
  "lumo_energy_ev": [3.66, 3.53],
  "homo_lumo_gap_ev": [6.11, 6.14],
  "de_lowest_kj_mol": 34.07,
  "charge": -2,
  "homo_energy_ev": [-2.45, -2.61]
}

=====

{
  "formula": "C18H34N4O4S",
  "method": "wB97M-V/def2-TZVPD",
  "elements": ["O", "C", "N", "H", "C", "H", "H", "C", "N", "C", "C", "O", "C", "C", "H", "H", "H", "H", "H", "H", "H", "H", "H", "H", "C", "C", "H", "H", "S", "C", "C", "C", "O", "N", "H", "C", "H", "C", "N", "C", "C", "H", "O", "C", "C", "H", "H", "H", "H", "H", "H", "H", "H", "H", "H", "H", "H", "H", "H", "H", "H"],
  "coordinates": [[0.1295, 2.1214, -3.0970], [-0.4176, 1.8174, -2.0560], [-0.4529, 0.5495, -1.5883], [-1.0677, 0.3213, -0.8151], [-0.0870, -0.5803, -2.4102], [0.1664, -0.2044, -3.4045], [0.7975, -1.0714, -1.9910], [-1.2597, -1.5615, -2.4810], [-1.6715, -1.9303, -1.1372], [-3.0657, -2.3225, -1.0338], [-3.4154, -2.4962, 0.4438], [-2.5863, -3.4460, 1.0752], [-1.2314, -3.1036, 0.9272], [-0.8430, -2.9629, -0.5438], [0.2068, -2.6758, -0.6157], [-0.9796, -3.9348, -1.0512], [-0.6589, -3.8975, 1.4107], [-1.0323, -2.1440, 1.4321], [-4.4372, -2.8592, 0.5602], [-3.3162, -1.5192, 0.9403], [-3.6899, -1.5309, -1.4512], [-3.2660, -3.2656, -1.5717], [-2.1019, -1.0617, -2.9645], [-0.9809, -2.4358, -3.0906], [-1.0891, 2.8384, -1.1499], [-2.5964, 2.6246, -1.0550], [-3.0162, 2.3851, -2.0328], [-3.0930, 3.5158, -0.6715], [-3.1134, 1.2406, 0.0211], [-2.9813, 1.9843, 1.6938], [-2.0985, 1.1510, 2.6129], [-0.6251, 1.3831, 2.3010], [-0.2098, 2.4453, 1.8852], [0.1810, 0.3335, 2.5610], [-0.2184, -0.5475, 2.8435], [1.5995, 0.3688, 2.2834], [1.9066, 1.4163, 2.2783], [1.9134, -0.2353, 0.9075], [3.2925, 0.0021, 0.5353], [4.2209, -0.9234, 1.1600], [5.6509, -0.5075, 0.8125], [6.3702, -1.2201, 1.2202], [5.8573, -0.4867, -0.5785], [4.9474, 0.3955, -1.1950], [3.5013, -0.0033, -0.9034], [2.8262, 0.7182, -1.3664], [3.3128, -1.0029, -1.3364], [5.1512, 0.3500, -2.2656], [5.1156, 1.4193, -0.8310], [5.8422, 0.4907, 1.2341], [4.0929, -0.8912, 2.2428], [4.0499, -1.9596, 0.8125], [1.6603, -1.3124, 0.9070], [1.2755, 0.2673, 0.1771], [2.1266, -0.1593, 3.0803], [-2.2659, 1.4681, 3.6465], [-2.3544, 0.0932, 2.5344], [-3.9947, 2.0560, 2.0879], [-2.5543, 2.9787, 1.5766], [-0.9064, 3.8241, -1.5826], [-0.6337, 2.8117, -0.1574]],
  "lowdin_charge": [0.0527, -0.5132, 0.0490, 0.0531, -0.1588, 0.1234, 0.0941, -0.1660, -0.1833, -0.1736, -0.1944, -0.1249, -0.1944, -0.1590, 0.1077, 0.1334, 0.1285, 0.1039, 0.1286, 0.0858, 0.1115, 0.1319, 0.1255, 0.1269, -0.1484, -0.4367, 0.0798, 0.0773, 0.8951, -0.4374, -0.1640, -0.5041, 0.0504, 0.0685, 0.1273, -0.1464, 0.1278, -0.1804, -0.1684, -0.1685, -0.1995, 0.1249, -0.1318, -0.1920, -0.1667, 0.1258, 0.1275, 0.1267, 0.1285, 0.1276, 0.1168, 0.1304, 0.1197, 0.1032, 0.1155, 0.1275, 0.0934, 0.0714, 0.0800, 0.1237, 0.0878],
  "total_energy_ha": -1624.4636,
  "lumo_energy_ev": 0.52,
  "smiles": "O=C(CCSCCC(=O)NCCN1CCOCC1)NCCN1CCOCC1",
  "homo_lumo_gap_ev": 9.27,
  "de_lowest_kj_mol": 19.40,
  "homo_energy_ev": -8.75
}

=====

{
  "formula": "C2H3NO2",
  "method": "wB97M-V/def2-TZVPD",
  "elements": ["C", "C", "N", "O", "O", "H", "H", "H"],
  "coordinates": [[0.5073, 0.2328, 0.5528], [0.0527, 0.9218, -0.6322], [-1.2214, 0.1542, 0.8944], [0.8069, 1.5237, 0.4978], [-1.2881, 0.9409, -0.3656], [1.1106, -0.7018, 0.5347], [0.5154, 0.8553, -1.5118], [-1.4149, -0.8065, 0.6855]],
  "lowdin_charge": [-0.1997, -0.2495, 0.1052, 0.0787, -0.0689, 0.1546, 0.1166, 0.0631],
  "total_energy_ha": -283.0486,
  "lumo_energy_ev": 0.86,
  "smiles": "N1O[C@H]2O[C@@H]12",
  "homo_lumo_gap_ev": 10.96,
  "de_lowest_kj_mol": 549.89,
  "homo_energy_ev": -10.10
}

=====

{
  "formula": "CH2F3NP2",
  "method": "wB97M-V/def2-TZVPD",
  "elements": ["C", "N", "F", "F", "F", "P", "P", "H", "H"],
  "coordinates": [[1.9585, 0.2671, 0.1562], [-1.5047, -0.6225, 0.0518], [-1.0336, -0.2973, -2.5697], [-0.5679, 0.2488, 2.2183], [-0.9536, 1.7777, 0.3400], [-1.8440, -1.1791, -1.4578], [-0.3400, 0.3323, 0.6005], [1.7655, -0.5278, -0.4924], [2.5198, 0.0007, 1.1532]],
  "lowdin_charge": [-0.1018, -0.4558, -0.3718, -0.2393, -0.2018, 0.9412, 0.6390, -0.1721, -0.0377],
  "total_energy_ha": -1076.3203,
  "lumo_energy_ev": [-2.31, -2.31],
  "homo_lumo_gap_ev": [5.78, 5.78],
  "de_lowest_kj_mol": 299.95,
  "homo_energy_ev": [-8.09, -8.09]
}

=====

{
  "formula": "H37O18",
  "method": "wB97M-V/def2-TZVPD",
  "elements": ["O", "H", "H", "O", "H", "O", "H", "H", "O", "H", "H", "O", "H", "H", "O", "H", "H", "O", "H", "H", "O", "H", "H", "O", "H", "H", "O", "H", "H", "O", "H", "H", "O", "H", "H", "O", "H", "H", "O", "H", "H", "O", "H", "H", "O", "H", "H", "O", "H", "H", "O", "H", "H", "H", "H"],
  "coordinates": [[0.7939, -0.2475, 0.3914], [0.9531, 0.0362, -0.5394], [1.5589, 0.3938, 0.8104], [-1.5982, 0.6793, 0.5071], [-0.1474, 0.0547, 0.6493], [2.5138, 1.3318, 1.2639], [3.3249, 1.3152, 0.7135], [2.0267, 2.1000, 0.8178], [2.6527, -1.3907, 2.0284], [2.8167, -0.4632, 2.2362], [1.7167, -1.5045, 2.1213], [4.1461, 3.7078, 0.7354], [4.8586, 4.0254, 1.3126], [4.7517, 3.3847, 0.0517], [-1.0338, -0.1799, -3.8052], [-1.1937, 0.3298, -4.5997], [-1.6387, -0.8989, -3.6594], [4.2500, 1.5193, -0.9140], [5.1572, 1.2047, -1.0162], [3.7634, 1.0361, -1.5949], [1.5442, -0.2730, -2.1446], [1.2006, -0.2963, -3.0446], [1.5216, -1.1350, -1.6968], [-0.1784, -2.6967, 4.5263], [-0.4126, -2.1699, 3.7598], [0.7088, -2.4855, 4.8028], [1.1506, 2.7923, -0.4455], [0.9686, 2.0597, -1.0384], [1.9032, 3.3154, -0.7495], [-3.5147, -4.0249, -0.6257], [-4.3581, -4.0867, -0.1653], [-3.1282, -4.9004, -0.5207], [2.6564, -2.3723, -0.3760], [2.5221, -3.3246, -0.3460], [3.0552, -2.1397, 0.5001], [-0.5778, 0.2455, 2.8387], [-0.8520, 0.0512, 3.7403], [-0.3515, 1.1705, 2.7175], [-3.8772, -0.2975, -3.7039], [-4.7971, -0.2827, -3.3961], [-3.7605, 0.6242, -3.9571], [-5.6907, -1.0167, -1.5883], [-5.9704, -0.2113, -1.1582], [-6.2916, -1.6851, -1.2418], [-2.9109, -1.1490, -0.9302], [-3.2302, -2.0391, -0.7368], [-3.2000, -0.9065, -1.8186], [2.3413, 1.1825, 5.3346], [3.1962, 1.6075, 5.2450], [1.9066, 1.3106, 4.4888], [-2.5257, 1.9208, -2.6388], [-2.4182, 2.3101, -1.7670], [-1.7953, 1.3069, -2.7833], [-2.4134, 0.2996, 0.0885], [-2.0936, 0.8620, 1.3205]],
  "lowdin_charge": [0.0927, 0.0621, 0.0614, -0.0693, 0.0789, -0.0521, 0.0513, 0.0538, -0.0302, 0.0395, 0.0328, -0.0545, 0.0615, 0.0261, -0.0344, 0.0673, 0.0374, -0.0393, 0.0846, 0.0579, -0.0379, 0.0568, 0.0399, -0.0357, 0.0025, 0.0343, -0.0078, 0.0435, 0.0750, -0.0398, 0.0512, 0.0561, -0.0740, 0.0529, 0.0243, -0.0337, 0.0682, 0.0599, -0.0673, 0.0356, 0.0352, -0.0330, 0.0523, 0.0584, -0.0583, 0.0124, 0.0045, -0.0452, 0.0375, 0.0037, -0.0548, 0.0362, -0.0069, 0.0560, 0.0706],
  "total_energy_ha": -1376.2853,
  "lumo_energy_ev": -2.56,
  "homo_lumo_gap_ev": 10.89,
  "de_lowest_kj_mol": 270.36,
  "charge": 1,
  "homo_energy_ev": -13.45
}